Here is a structure of composition C7H11CoN2O6S from the OMol25 dataset. Energies are from the ωB97M-V functional and the def2-TZVPD basis.

The maximum force is 0.36 eV/A. As for the expectation value of S²: 0.81. As for the net charge: +1. For the relative energy (zero: lowest compared OMol25 entry of this formula, charge and spin), the calculation gives 0.000 eV. The multiplicity is 2. As for the total energy: -71159.0731 eV.

Cartesian coordinates (Å):
Co: -0.886 0.865 -0.189
O: -1.070 -2.395 2.329
C: -1.060 -1.505 1.363
O: -1.019 -0.310 1.534
C: -1.142 -2.129 0.001
O: -0.803 -1.130 -0.959
C: -1.560 -1.242 -2.163
C: -3.055 -0.904 -2.030
O: -3.915 -1.621 -2.405
O: -3.406 0.374 -1.570
H: -1.066 -1.946 3.192
H: -2.165 -2.491 -0.138
H: -0.461 -2.977 -0.078
H: -1.506 -2.259 -2.549
H: -1.113 -0.560 -2.887
S: -2.318 2.635 -0.586
C: -2.500 1.049 -0.890
C: 3.703 0.218 0.594
N: 3.161 1.552 0.799
C: 1.856 1.817 0.647
N: 1.436 3.089 0.847
O: 1.068 0.910 0.304
H: 4.788 0.282 0.596
H: 3.376 -0.172 -0.366
H: 3.389 -0.465 1.382
H: 3.778 2.282 1.107
H: 2.046 3.780 1.248
H: 0.444 3.252 0.867

---

Here is a cluster of 2 separate species, C3H7N3O in total from the OMol25 dataset. Energies are from the ωB97M-V functional and the def2-TZVPD basis.

The maximum force is 0.73 eV/A. As for the net charge: 0. For the relative energy (zero: lowest compared OMol25 entry of this formula, charge and spin), the calculation gives 2.705 eV. The multiplicity is 1. As for the total energy: -9740.3284 eV.

Cartesian coordinates (Å):
C: -2.039 0.284 0.510
N: -1.383 1.236 -0.347
C: -0.214 1.541 -0.419
N: 0.914 2.023 -0.661
C: 0.974 -0.780 -0.091
O: 2.196 -0.339 -0.336
N: 0.989 -2.103 0.054
H: -2.296 0.737 1.473
H: -1.369 -0.567 0.682
H: -2.962 -0.051 0.029
H: 2.077 0.632 -0.485
H: 1.042 2.956 -0.287
H: 0.113 -2.576 0.201
H: 1.829 -2.664 -0.047

---

Here is a cluster of 5 separate species, C14H29O15P in total at a distorted geometry from the OMol25 dataset. Energies are from the ωB97M-V functional and the def2-TZVPD basis.

The maximum force is 4.14 eV/A. As for the structure (SMILES): COC(=O)[PH2]=O.COC(=O)OC.COC(=O)OC.COC(=O)OC.COC(=O)OC. As for the net charge: 0. The multiplicity is 1. As for the total energy: -54988.1222 eV.

Cartesian coordinates (Å):
C: -0.190 0.732 2.223
O: 1.241 0.442 2.192
C: 1.597 0.116 0.868
O: 1.868 -1.048 0.554
P: 1.575 1.565 -0.395
O: 1.781 2.878 0.368
H: -0.314 1.707 2.794
H: -0.668 0.838 1.197
H: -0.693 -0.151 2.743
H: 0.213 1.586 -0.892
H: 2.533 1.310 -1.424
C: -0.445 -3.879 6.762
O: 0.794 -3.950 6.060
C: 1.049 -2.884 5.287
O: 0.337 -1.920 5.153
O: 2.233 -3.078 4.689
C: 2.634 -2.012 3.829
H: -0.545 -4.791 7.352
H: -0.455 -3.025 7.441
H: -1.282 -3.826 6.063
H: 2.747 -1.083 4.392
H: 1.920 -1.884 3.015
H: 3.602 -2.275 3.401
C: -1.873 -2.209 -2.727
O: -2.228 -0.846 -2.496
C: -2.454 -0.139 -3.615
O: -2.381 -0.555 -4.741
O: -2.774 1.114 -3.255
C: -3.043 1.989 -4.351
H: -1.715 -2.680 -1.756
H: -2.680 -2.736 -3.239
H: -0.945 -2.274 -3.298
H: -3.897 1.631 -4.929
H: -2.162 2.092 -4.987
H: -3.289 2.969 -3.940
C: -5.391 6.288 0.229
O: -5.448 4.879 0.443
C: -4.424 4.200 -0.095
O: -3.506 4.676 -0.715
O: -4.599 2.899 0.177
C: -3.573 2.052 -0.340
H: -6.265 6.732 0.706
H: -4.495 6.712 0.687
H: -5.425 6.518 -0.838
H: -2.605 2.308 0.097
H: -3.534 2.114 -1.426
H: -3.815 1.026 -0.062
C: 3.602 -3.033 -0.964
O: 4.842 -3.086 -1.670
C: 5.083 -2.011 -2.433
O: 4.360 -1.053 -2.556
O: 6.268 -2.187 -3.036
C: 6.656 -1.110 -3.887
H: 3.510 -3.949 -0.380
H: 3.585 -2.186 -0.279
H: 2.763 -2.982 -1.661
H: 6.760 -0.185 -3.316
H: 5.937 -0.983 -4.700
H: 7.625 -1.361 -4.318

---

- Number 1 is which compound?
  C7H11CoN2O6S